[1]
A structure of composition C57H147CrN10O16. Source: OMol25; level of theory: ωB97M-V/def2-TZVPD.

XYZ file:
```
231
Properties=species:S:1:pos:R:3
O -0.26012 1.31331 -5.14637
H 2.40582 -3.45732 1.61231
N 4.47396 5.93274 -6.44958
H 1.62672 2.85258 -5.16145
O 3.62376 3.58383 -4.87518
C 4.25349 3.52322 -6.09307
N -2.58372 -0.76465 5.74558
H 6.65876 3.69622 0.44470
H -2.81078 3.08978 0.00356
C 2.20613 3.21308 0.87323
C 2.19857 7.88404 -0.82581
H 7.04634 0.74783 -1.48932
H -4.61004 3.92172 2.48615
H -4.89141 0.41852 3.07830
H -2.04830 -1.49323 6.19569
H -3.96462 6.30227 2.65317
C 4.13092 -5.40354 -6.32269
H 0.15392 -2.99206 -2.27866
N -6.50012 -3.65644 -0.31067
O 1.56403 -3.20034 -3.73078
H 2.74018 -5.44739 4.08127
C 3.16750 -3.32918 2.38141
H 7.72017 1.62644 -0.23487
H 1.26532 7.48833 -0.42513
C 3.63672 -5.09479 -1.42709
H 1.42216 -1.71865 -2.33364
H -1.11835 -3.47107 1.46920
H 5.58829 -2.55621 -2.06304
H 2.03605 3.68115 -3.71193
H 2.29335 0.93037 5.38229
C -3.60451 -1.13498 -2.28858
H 3.51286 -5.52134 -2.42249
C 3.46626 7.63751 -0.01117
O 3.88574 -4.54662 2.52783
H 4.33268 -0.94460 -0.54044
H -4.73570 -1.11774 10.55817
H -3.25527 5.06731 -1.03553
H -7.04518 -2.05375 -1.41748
H -5.40386 1.07261 4.62290
H 5.29795 3.30320 -5.87218
H -7.44839 -6.05960 0.82120
H -2.86901 5.49993 1.50924
H 1.85492 4.65267 -5.18248
N 0.02719 1.90289 5.14993
C 2.20455 3.69832 -4.78870
H 0.50084 1.26441 4.52695
C 1.09628 2.62117 5.78047
H 0.16053 -0.81713 -0.54211
H 3.99164 2.58836 -6.58862
C 0.98439 6.01542 4.44768
H -2.71677 -1.48275 -1.76031
H -4.09260 1.50185 0.24857
H 3.10537 -2.18196 -0.26448
O -2.29334 -4.97633 2.26489
H -4.40100 -1.79529 0.05749
N 4.91631 -2.41768 0.79880
N -5.77785 -4.08499 2.53782
H -3.22330 -1.21627 -3.30650
H -8.31555 -3.98653 -1.19313
H 0.71978 -2.75068 -5.53753
O 4.93189 0.62101 -2.60039
C 5.10895 4.51771 -8.30348
H -4.31122 0.25379 6.20883
C -7.77862 -4.23472 -0.27760
H -6.05759 -3.96129 -1.16585
H -5.63078 -1.61930 6.41996
H 2.66856 4.06651 0.37734
H 0.15870 -4.28138 -4.66837
C -4.98399 -6.32960 2.62693
O -0.67898 2.79111 2.37567
C 1.88301 -4.53263 -5.78477
H -3.32065 1.89731 2.67944
H 5.41025 1.75003 -0.13975
O -4.55166 2.11174 -0.33357
C -6.50875 -2.19497 -0.47918
C -4.64497 -0.09692 10.18696
C 0.98559 -3.62939 -4.94988
C 3.08867 -5.58158 3.05723
H 2.20283 -5.73050 2.43981
C 0.97780 0.94301 -1.21406
H -4.75377 -1.85703 5.03348
H 3.96175 6.72921 -0.35410
H -2.94177 -1.31217 4.97609
C -3.85553 2.20924 3.57650
H 0.78823 -0.98412 2.11004
H -5.92755 -4.14517 1.54079
H 6.69503 4.30871 -1.21806
H 3.74759 -3.82252 -5.07544
O -6.84642 -6.31380 -1.21855
H -2.94236 -1.31132 8.35999
C 0.71884 3.05887 0.30270
C -4.56881 -4.86614 2.74200
H -1.53353 1.18126 -6.90777
C 5.59813 -5.18276 -6.06445
H 6.15596 4.54214 -8.00134
H 3.65218 -1.28873 2.16971
C 0.68471 2.40619 -1.17955
H -1.04442 0.46886 -0.95066
H -2.46771 0.61239 1.04769
H 3.96157 -5.79639 -7.32523
H 2.68896 -4.65435 -1.11749
H 0.08202 -1.70031 -3.48686
C -3.53552 -0.44935 8.05459
H 3.88539 -0.51689 -4.07458
H -3.60272 -0.05515 -2.14001
H 5.76198 -5.40805 -5.01065
C 4.19039 -2.23137 2.07040
H 3.81999 7.48565 1.82481
H -3.38141 -3.46571 1.52206
C -5.07875 1.34617 3.61912
C 6.14141 3.68675 -0.51466
H -5.71762 -3.10826 2.78774
Cr -1.26107 3.53131 4.35275
H 3.76905 -2.85365 -2.32256
H 3.72143 -6.28693 -5.83275
C 0.75297 -2.34699 -2.92141
C -3.47705 -4.53555 1.70754
N -3.05278 2.03305 4.80161
H -3.48610 1.94066 -5.90812
H 5.97999 -4.21118 -6.37799
H -2.88451 0.42021 8.14495
H -4.92688 4.63223 -1.51621
C 4.63091 -2.88133 -1.65583
H 2.51057 4.23203 5.42919
H 3.07540 0.94645 -3.53539
H -5.31641 -0.48324 -0.16104
O 4.73885 -4.19891 -1.06656
H -2.26256 6.40910 2.82992
H 4.82053 5.30190 -9.00345
H -1.71022 -0.96360 1.30858
H 4.15137 8.47985 0.08466
H 0.09813 4.85654 1.09424
H 1.00344 0.61717 2.86216
N 3.34627 -4.22796 -5.90890
C -6.47047 -7.66624 -1.13459
H -4.27967 -2.77308 6.44232
H -5.17950 -6.67522 1.61183
C -4.14744 4.50236 -0.76541
H 2.57024 -3.07182 3.25613
H 1.01125 4.96546 -0.50049
H 5.06058 -3.41222 0.69784
O -4.75416 -0.23685 8.74643
H -3.64404 2.40018 5.53354
C -4.59903 -1.78530 6.11005
C -3.05446 5.70938 2.56273
H 8.13618 -5.55721 -6.71510
H -6.02834 1.74478 3.26206
O 6.18120 -6.29472 -6.84613
H 0.95829 0.70451 -2.27747
H -3.00966 1.04107 4.98656
H 2.99694 2.09933 6.39736
H 4.20736 2.63306 -2.22403
H -3.06217 2.94185 -1.67982
O -4.89679 -1.59516 -1.97212
H -1.89321 0.09975 2.56614
O 0.63650 4.63887 4.64460
H -8.29702 -3.69650 0.51594
H -0.28532 2.57093 -1.64860
O 3.04614 7.42281 1.26018
H -0.34004 1.29377 5.86701
C -0.18986 0.68830 1.09027
O -2.91545 4.47813 3.35863
H 1.97982 0.70993 -0.85387
C 4.17500 -2.01227 -0.38774
H 4.98862 -2.24373 2.81254
H -6.45561 -8.02152 -0.10423
H 1.80844 -5.46111 -5.21867
H 3.91097 5.86309 -5.61395
H -2.83240 1.51058 -4.25018
H 4.54669 0.98787 -4.58891
H 1.61285 6.24510 3.58723
H -5.70272 -6.60555 3.39854
H -1.23226 -4.85313 0.38602
C -1.53017 1.02859 -5.82852
H 2.31408 3.34039 3.99664
H -0.25212 -4.91096 1.81946
H -7.20075 -8.27995 -1.66201
H 1.88759 0.95591 7.17337
C -1.62190 0.10390 1.51045
C -4.14754 3.74796 3.45775
C -5.21003 -1.47557 -0.59928
H 4.84504 3.54139 -8.70999
H 1.55147 6.51032 5.23609
N -0.26656 2.22317 1.12445
H -5.46746 0.51068 10.56437
C 0.19972 4.50893 0.06616
H -4.09005 -6.94181 2.74600
H 5.26103 4.32912 -0.49495
C -1.20847 -4.55679 1.43469
H -3.68303 -5.00906 0.74762
H -5.46138 -7.73867 -1.54027
H -2.32671 2.91358 -5.04039
H 0.06024 6.58630 4.35737
H 2.35960 7.41103 -1.79454
H 3.74864 -6.44618 2.98641
C 5.85909 2.27517 -0.98288
C 2.07669 1.53005 6.26634
H 3.80408 -5.95951 -0.78494
C 7.53112 -6.46220 -6.66023
H 2.20536 8.96322 -0.97883
H 1.58582 -4.70637 -6.81898
C -7.73149 -5.80999 -0.20137
C 0.89747 0.08323 1.91783
C 4.14737 4.69064 -7.11676
C -3.76890 -0.63358 6.53528
C -3.60429 3.07479 -0.74359
N 7.22496 1.66839 -1.11414
H 5.38668 5.89746 -6.01852
C 1.74567 3.71921 4.84606
H -7.05658 -1.80110 0.37689
C -2.61803 1.88463 -5.25130
H -3.68402 0.32717 10.47818
H 2.42426 3.26391 1.93997
H -0.72513 4.58113 -0.50615
H -0.18303 0.86116 -4.30303
H 7.96969 -7.02540 -7.48397
H 2.80164 2.38814 0.48215
H 5.64905 2.51873 -3.12284
H 0.76860 3.14518 6.67832
H 1.36638 2.91131 -1.86386
H 3.13481 4.80446 -7.50390
H -8.74366 -6.17642 -0.37269
H -4.48946 4.67290 0.25539
C 5.10877 2.02687 -2.31397
H 7.72400 -6.91260 -5.68656
H -4.69987 4.17048 4.29710
C 4.05143 0.50856 -3.74448
H -4.19941 -4.63153 3.74030
H 1.85093 0.21808 1.40713
H -1.79202 -0.02255 -5.70753
C -0.14289 0.21888 -0.39134
```

Values from the calculation:
2S+1 = 5
LUMO energy (spin up / spin down) = -2.5 / -2.9 eV
Net charge = +1
Orbital gap (spin up / spin down) = 0.226 / 0.210 hartree

Results of the Löwdin charge analysis, in e, for atoms 1 through 2: -0.098, 0.104

=====

[2]
A cluster of 2 separate species, H2NO3PS in total. Source: OMol25; level of theory: ωB97M-V/def2-TZVPD.

XYZ file:
```
8
Properties=species:S:1:pos:R:3
P 1.53892 0.17226 -2.39005
S -1.38166 -0.55222 3.12038
O 2.74035 0.49455 -1.50825
H -2.20911 0.59377 3.83486
N -1.79496 -0.40306 1.56193
O 1.32932 -1.23552 -2.89518
H -0.88725 -0.36243 1.14872
O 0.66438 1.29266 -2.87243
```

Values from the calculation:
LUMO energy = 6.3 eV
Net charge = -2
Orbital gap = 0.194 hartree

Results of the Löwdin charge analysis, in e, for atoms 1 through 2: 0.289, 0.127

=====

[3]
A structure of composition C23H37LuO2. Source: OMol25; level of theory: ωB97M-V/def2-TZVPD.

XYZ file:
```
63
Properties=species:S:1:pos:R:3
C -2.13927 -1.03494 2.71145
H -2.83157 -1.03300 0.57654
C 0.09890 -0.36567 -6.41657
H 2.37751 -1.56441 3.43241
C 0.84772 -1.86503 1.98379
H -0.22049 -2.95138 4.29850
C 1.58050 -2.30422 3.22707
O -0.40236 0.71983 -0.33106
H 0.55552 -0.47068 -1.78781
O 0.13062 -0.54890 -3.97810
C 1.68372 1.05903 3.43508
H 0.04318 2.22630 4.40761
H -3.14805 1.05582 -1.05360
H 1.85274 2.52279 0.42763
H 0.88095 -2.42268 -6.53648
C -2.32264 0.97868 -1.77156
H 0.60214 0.36904 -7.04575
C -0.34139 0.26065 -5.08567
H 0.60809 2.55585 -2.34110
C -1.90430 0.03659 3.63354
C 0.94260 -1.63621 -4.47444
C 1.08331 -1.49044 -6.00863
C 2.23425 1.11556 2.11916
H -2.25736 2.24730 3.42174
C 0.52476 2.66491 2.24546
H 1.63809 0.77036 -0.95889
H 0.45300 -2.59098 -4.21893
C 1.53580 2.12321 1.39260
H -2.05720 -0.06848 -2.01020
H -1.62481 -0.07551 4.67417
H -1.43298 0.33723 -4.98581
H 1.19847 -2.71431 5.35187
H -0.76462 -0.74814 -6.95786
H 1.48289 -4.41957 2.76066
H -1.70976 3.66893 -1.48958
H 2.79902 -3.99939 3.87105
C -1.09466 1.67441 -1.23887
C -2.52965 -0.47157 1.45993
C 0.03412 1.62018 -2.26752
H 0.09792 -2.62441 1.70974
C 0.62572 2.00942 3.51032
H -0.36652 1.28656 -3.22123
C 0.64491 0.54222 -1.38298
H 2.08109 0.47760 4.26310
H 0.08701 1.28308 -5.04807
H 3.10666 0.56014 1.77129
H -1.89011 3.09456 0.19345
Lu -0.17739 0.27360 1.82876
C -1.25326 3.07249 -0.69364
C -2.61106 0.94967 1.63411
H -2.64241 1.46357 -2.69787
H -0.14176 3.49362 2.00013
H -0.26868 3.49835 -0.47277
H 1.55595 -1.73973 1.15250
C 0.66524 -2.32199 4.47554
H 2.09483 -1.15987 -6.26452
H 2.92226 -3.60540 2.15340
H -2.10707 -2.09704 2.95053
C -2.22742 1.25307 2.96479
C 2.23938 -3.66903 2.99504
H 0.31490 -1.31214 4.74169
H 1.92726 -1.60764 -3.97888
H -3.08422 1.64811 0.94375
```

Values from the calculation:
LUMO energy = 0.4 eV
Orbital gap = 0.269 hartree

Results of the Löwdin charge analysis, in e, for atoms 1 through 2: -0.204, 0.105

=====

[4]
A structure of composition C36H53N7OPS2Sn. Source: OMol25; level of theory: ωB97M-V/def2-TZVPD.

XYZ file:
```
101
Properties=species:S:1:pos:R:3
C 1.10746 -1.84283 -2.35042
H 4.79871 -2.71520 4.22310
H 1.81666 -2.18454 -3.12191
H -4.03016 -0.58458 -0.77374
H -1.19485 3.33673 -3.22902
H 2.97393 -1.91435 2.69485
C -0.04023 1.63274 -2.70298
C 3.90917 -2.22109 4.61532
H -2.02388 1.68210 5.05966
N 1.17471 -0.40540 -2.16933
C -4.16756 -2.33940 -4.14893
O -1.88614 -0.73001 -1.99958
H 4.32623 5.19743 3.72913
H 1.12420 -4.08720 1.05255
N 1.26321 0.18333 1.62708
N 2.89740 1.76509 3.06877
C 1.39422 -2.59582 -1.05325
H 0.74209 3.70396 6.35176
H 1.55721 -1.05957 6.02824
H 3.04715 -0.36063 -1.23299
H -2.62992 2.83606 3.87532
C -1.72858 2.47649 4.37329
C 0.42426 3.32016 5.37927
H -0.48359 2.68574 2.62516
H 3.58491 3.33059 5.48878
C 4.00096 1.80500 3.99587
H 4.06774 -0.62476 3.15612
N -2.98042 -1.18829 -2.43923
C -0.96421 -4.17962 -1.53487
H -4.19718 -3.27543 0.31597
H -2.12814 -5.62336 -2.59125
H 5.23059 3.34152 4.84706
C -2.13790 -4.84613 -1.84294
N 0.27001 -2.56057 -0.13722
H 0.08854 -2.08029 -2.65349
C 3.76917 4.27484 3.55290
C 0.41058 0.35953 -3.09225
H 0.37360 -1.09317 -4.66992
C -0.80460 0.60713 -5.16752
H -0.06279 -4.45655 -2.06001
C -1.06037 3.62243 5.13689
H 1.69110 -3.63095 -1.28693
C 3.31406 -1.31216 3.54730
H 2.13824 2.87346 1.49197
H -1.15757 4.54606 4.56421
H 3.05696 -4.22149 4.60217
H 2.52938 1.16597 -1.94090
H -0.18379 -3.16280 1.81736
C 4.17903 3.21531 4.58129
H 0.07450 1.30662 6.06363
H 1.03277 3.79995 4.61324
C -3.30552 -4.53563 -1.16888
H 4.22203 -1.59399 5.45094
C 0.68286 1.81991 5.30489
C 1.32858 -1.28279 4.97296
H -1.11373 0.19205 -6.11598
H 1.20819 -3.02306 3.73092
H -1.91520 2.42658 -5.40821
C -1.24720 1.85865 -4.77651
C 3.11352 2.54466 1.85913
C 1.45608 -2.78799 4.76140
H 2.97872 -3.39876 6.15976
H -2.06543 -1.83988 -4.15575
C -5.34417 -2.24779 -3.42410
H 3.56039 1.92523 1.06905
Sn -0.23322 0.06036 0.19722
H -6.25964 -2.66186 -3.81296
H -1.57495 3.77766 6.08586
H 4.93353 1.51167 3.48960
C -0.92934 -3.20018 -0.55480
C 0.67642 -3.09156 1.15766
P 1.62438 0.65047 3.06360
C 2.87600 -3.25765 5.08205
C 0.02924 -0.12293 -4.33630
H 1.39294 -2.40262 1.59885
C -3.29762 -3.53330 -0.22019
H 3.81299 4.53289 1.40633
N 0.37554 1.29818 3.98449
S 0.34740 2.31401 -1.14798
C 4.01579 3.75284 2.14224
H -1.30062 1.12107 2.75387
H 2.70815 4.50546 3.65437
C -0.77870 1.89628 3.33360
C -0.85168 2.36857 -3.55778
H 0.73993 -3.30166 5.40235
C 2.54260 0.08872 -2.08591
H -6.19149 -1.51540 -1.59031
H -4.13946 -2.82794 -5.11089
H 1.73177 1.60443 5.51227
H -4.21806 -5.07294 -1.38312
S -2.21765 -1.57747 1.27863
C -5.30387 -1.60581 -2.19637
C -2.12758 -2.84359 0.09058
H 0.30204 -0.96708 4.76744
H 3.10067 -0.14365 -3.00214
C -4.11947 -1.08404 -1.72647
N 2.23942 -0.52245 4.12521
H 5.06684 3.47099 2.04373
H 3.80462 1.08382 4.78776
H 2.23038 -2.12370 -0.53110
C -3.00850 -1.80875 -3.63602
```

Values from the calculation:
2S+1 = 2
LUMO energy (spin up / spin down) = 0.6 / -0.8 eV
Orbital gap (spin up / spin down) = 0.242 / 0.231 hartree

Results of the Löwdin charge analysis, in e, for atoms 1 through 2: -0.182, 0.109

=====

| no. | total energy (eV) | strongest force on any atom (eV Å⁻¹) |
| --- | --- | --- |
| 1 | -137554.8700 | 3.7 |
| 2 | -27789.4080 | 3.1 |
| 3 | -62165.3916 | 1.7 |
| 4 | -87461.1600 | 0.9 |